[1]
Density functional theory data (ωB97M-V/def2-TZVPD) for a molecular structure, C63H68AuGe2N3O4S5.

Geometry as XYZ:
```
146
Properties=species:S:1:pos:R:3:lowdin_spin:R:1
Au -0.172 -0.022 0.633 0.49
C -3.935 -1.887 -4.035 0.00
C -4.078 -2.101 -2.560 0.00
C -3.855 -3.350 -1.991 0.00
C -4.054 -3.571 -0.639 0.00
C -3.880 -4.940 -0.052 0.00
C -4.492 -2.513 0.169 0.01
C -4.693 -1.243 -0.381 0.01
C -5.161 -0.083 0.445 0.01
C -4.471 -1.056 -1.737 0.00
C -4.934 -2.815 1.549 0.00
C -6.308 -2.933 1.751 0.00
C -6.818 -3.253 2.995 0.00
C -5.956 -3.449 4.053 0.00
C -4.581 -3.332 3.876 0.00
C -4.071 -3.027 2.620 0.00
Ge -2.107 -2.578 2.412 0.04
S -2.159 -0.389 2.040 0.91
S -0.675 -2.852 4.217 0.09
Ge 0.943 -2.998 2.574 0.02
S 1.447 -0.866 2.171 0.14
S -0.621 -3.694 1.023 0.01
C 2.584 -4.026 3.220 0.01
C 2.434 -5.357 3.603 0.00
C 3.525 -6.048 4.129 0.00
C 4.736 -5.424 4.343 0.00
C 4.867 -4.097 3.996 0.00
C 3.816 -3.394 3.411 0.00
C 4.191 -2.014 3.026 0.01
C 4.986 -1.852 1.891 0.00
C 5.364 -3.038 1.056 0.00
C 5.438 -0.586 1.556 0.00
C 5.102 0.522 2.320 0.00
C 5.455 1.904 1.862 0.00
C 4.388 0.329 3.492 0.00
C 3.941 -0.929 3.870 0.01
C 3.213 -1.126 5.162 0.00
C 1.187 -6.162 3.576 0.00
C 0.599 -6.491 4.801 0.00
C 1.016 -5.833 6.083 0.00
C -0.371 -7.484 4.841 0.00
C -0.782 -8.148 3.697 0.00
C -1.780 -9.265 3.775 0.00
C -0.211 -7.784 2.484 0.00
C 0.784 -6.821 2.408 0.00
C 1.490 -6.563 1.112 0.00
C -3.726 -3.565 5.057 0.00
C -3.180 -4.830 5.268 0.00
C -3.320 -5.904 4.232 0.00
C -2.491 -5.072 6.448 0.00
C -2.318 -4.080 7.398 0.00
C -1.557 -4.345 8.662 0.00
C -2.859 -2.822 7.161 0.00
C -3.572 -2.550 6.006 0.00
C -4.165 -1.195 5.757 0.00
H -3.320 -2.663 -4.488 0.00
H -3.495 -0.912 -4.233 0.00
H -4.916 -1.918 -4.510 0.00
H -3.548 -4.173 -2.622 0.00
H -3.565 -5.651 -0.811 0.00
H -4.817 -5.283 0.388 0.00
H -3.127 -4.927 0.737 0.00
H -5.198 -0.329 1.503 0.00
H -6.153 0.234 0.122 0.00
H -4.479 0.753 0.308 0.00
H -4.618 -0.075 -2.164 0.00
H -6.972 -2.760 0.916 0.00
H -7.885 -3.343 3.139 0.00
H -6.332 -3.688 5.039 0.00
H 3.391 -7.086 4.394 0.00
H 5.564 -5.963 4.777 0.00
H 5.795 -3.569 4.166 0.00
H 5.994 -3.719 1.630 0.00
H 5.928 -2.728 0.179 0.00
H 4.481 -3.594 0.741 0.00
H 6.069 -0.464 0.683 0.00
H 6.276 1.886 1.148 0.00
H 5.723 2.541 2.702 0.00
H 4.582 2.345 1.374 0.00
H 4.159 1.178 4.120 0.00
H 2.906 -0.171 5.579 0.00
H 3.853 -1.638 5.881 0.00
H 2.322 -1.736 5.013 0.00
H 1.865 -5.171 5.939 0.00
H 1.282 -6.588 6.821 0.00
H 0.192 -5.241 6.479 0.00
H -0.784 -7.776 5.796 0.00
H -2.103 -9.420 4.802 0.00
H -1.339 -10.192 3.411 0.00
H -2.655 -9.051 3.163 0.00
H -0.511 -8.304 1.585 0.00
H 1.090 -7.196 0.325 0.00
H 2.554 -6.768 1.224 0.00
H 1.385 -5.524 0.796 0.00
H -4.182 -5.728 3.593 0.00
H -3.419 -6.879 4.701 0.00
H -2.427 -5.924 3.603 0.00
H -2.087 -6.058 6.622 0.00
H -1.235 -5.382 8.714 0.00
H -2.175 -4.130 9.532 0.00
H -0.678 -3.704 8.712 0.00
H -2.723 -2.044 7.898 0.00
H -3.907 -0.507 6.558 0.00
H -5.251 -1.255 5.684 0.00
H -3.793 -0.789 4.814 0.00
N 3.128 -0.356 -0.412 0.00
C 2.657 0.812 -0.855 0.01
C 3.486 1.649 -1.636 0.00
C 2.979 2.814 -2.150 0.00
C 1.658 3.163 -1.858 0.00
C 0.910 2.300 -1.093 0.01
N 1.385 1.153 -0.607 0.10
H 4.118 -0.531 -0.427 0.00
H 2.567 -0.910 0.218 0.00
H 4.500 1.336 -1.834 0.00
H 3.589 3.447 -2.778 0.00
H 1.228 4.082 -2.221 0.00
H -0.126 2.508 -0.873 0.00
C 6.903 0.540 -4.310 0.00
C 5.733 -0.321 -3.944 0.00
C 5.763 -1.142 -2.823 0.00
C 4.671 -1.931 -2.499 0.00
C 3.542 -1.899 -3.291 0.00
C 3.499 -1.108 -4.423 0.00
C 4.593 -0.323 -4.743 0.00
S 2.148 -2.926 -2.832 0.00
O 2.380 -4.267 -3.287 0.00
O 1.884 -2.750 -1.425 0.00
N 0.960 -2.295 -3.814 0.00
C 0.364 -1.046 -3.395 0.00
C -0.730 -1.215 -2.355 0.00
C -1.453 0.141 -2.154 0.00
O -1.946 0.665 -3.139 0.01
O -1.484 0.616 -0.984 0.08
H 7.596 0.644 -3.479 0.00
H 6.571 1.529 -4.618 0.00
H 7.441 0.095 -5.147 0.00
H 6.658 -1.174 -2.215 0.00
H 4.672 -2.589 -1.645 0.00
H 2.617 -1.115 -5.045 0.00
H 4.568 0.298 -5.628 0.00
H 0.282 -2.997 -4.071 0.00
H -0.052 -0.541 -4.273 0.00
H 1.174 -0.431 -2.993 0.00
H -0.313 -1.576 -1.413 0.00
H -1.479 -1.924 -2.713 0.00
```

Calculated values
Gap between HOMO and LUMO (spin up / spin down) ... 7.6846 / 4.9004 eV
E ... -9187.38481 a.u.
2S+1 ... 3
HOMO level (spin up / spin down) ... -7.4 / -7.9 eV
Expectation value of S² ... 2.01



[2]
Density functional theory data (ωB97M-V/def2-TZVPD) for a molecular structure, C36H35CdN7O3P2S3.

Geometry as XYZ:
```
87
Properties=species:S:1:pos:R:3:mulliken_charge:R:1
Cd 2.418 5.446 21.835 1.75
S 1.703 6.839 23.855 -0.72
P 3.557 7.718 23.709 1.31
C 4.170 6.890 22.279 -1.71
P 5.431 6.797 21.082 1.09
S 4.673 6.151 19.348 -0.41
C 6.554 5.401 21.468 -0.05
C 7.467 5.100 20.482 -0.85
C 8.278 3.929 20.675 -0.30
C 8.378 3.352 21.961 -0.69
C 7.456 3.711 22.898 -0.42
C 6.621 4.820 22.698 0.10
C 6.588 8.154 21.003 0.24
C 7.674 8.286 21.886 -0.29
C 8.652 9.217 21.573 -0.59
C 8.525 10.161 20.533 -0.24
C 7.441 10.119 19.681 -0.80
C 6.463 9.160 19.993 -0.10
C 3.408 9.464 23.699 -0.09
C 3.606 10.164 22.530 -0.10
C 3.159 11.467 22.466 -0.56
C 2.555 12.107 23.576 -0.47
C 2.337 11.372 24.779 -0.70
C 2.758 10.028 24.777 0.04
C 4.698 7.320 25.098 0.71
C 4.736 6.109 25.812 -0.46
C 5.693 5.905 26.766 -0.07
C 6.598 6.874 27.146 -0.85
C 6.446 8.130 26.519 -0.41
C 5.542 8.381 25.485 -0.72
H 7.329 5.621 19.499 0.28
H 8.835 3.484 19.772 0.27
H 9.068 2.514 22.081 0.31
H 7.338 3.059 23.739 0.44
H 6.039 5.152 23.513 0.28
H 7.740 7.579 22.687 0.53
H 9.655 9.175 22.108 0.22
H 9.316 10.872 20.348 0.37
H 7.195 10.876 18.904 0.31
H 5.557 9.282 19.394 0.33
H 4.057 9.612 21.688 0.13
H 3.272 11.973 21.509 0.38
H 2.169 13.125 23.419 0.31
H 1.820 11.806 25.632 0.37
H 2.428 9.391 25.620 0.29
H 4.037 5.292 25.507 0.22
H 5.658 4.926 27.201 0.40
H 7.383 6.735 27.893 0.38
H 7.038 8.967 26.856 0.35
H 5.456 9.383 25.012 0.33
N 0.938 6.442 20.487 -0.81
C 0.547 6.557 19.384 0.49
C 0.027 6.468 18.075 -0.12
C -0.445 7.654 17.501 0.19
N -1.005 8.526 16.967 -0.61
C 0.268 5.282 17.364 0.33
N 0.384 4.306 16.686 -0.58
C 4.626 2.152 16.523 -0.71
N 4.789 0.668 16.607 -0.01
C 3.457 0.039 16.663 -0.66
N 2.611 0.599 17.771 0.09
C 2.514 2.038 17.603 -0.77
N 3.849 2.718 17.626 0.22
C 4.571 2.379 18.892 -0.54
N 4.664 0.907 19.053 0.18
C 5.469 0.394 17.872 -0.66
C 3.308 0.349 19.120 -0.43
H 4.107 2.390 15.597 0.38
H 5.568 2.658 16.390 0.28
H 3.567 -1.062 16.807 0.31
H 3.016 0.218 15.689 0.35
H 1.990 2.542 18.396 0.40
H 1.880 2.280 16.638 0.17
H 4.124 2.896 19.766 -0.13
H 5.597 2.647 18.754 0.40
H 5.534 -0.711 18.024 0.34
H 6.437 0.880 17.994 0.33
H 2.710 0.929 19.842 0.19
H 3.262 -0.707 19.259 0.30
C 1.193 2.418 24.232 -1.04
S 1.873 2.582 22.503 1.22
O 3.096 3.411 22.702 -0.79
O 2.104 1.204 22.205 -0.60
O 0.986 3.435 21.590 -0.74
H 1.991 1.835 24.668 0.33
H 0.336 1.736 24.021 0.36
H 0.913 3.372 24.750 0.21
```

Calculated values
Gap between HOMO and LUMO ... 5.8373 eV
E ... -4046.85187 a.u.
2S+1 ... 1
HOMO level ... -1.8 eV
Net charge ... -2
Relative energy (zero: lowest compared OMol25 entry of this formula, charge and spin) ... 74.8 kcal/mol



[3]
Density functional theory data (ωB97M-V/def2-TZVPD) for a molecular structure, C19H9Cl5F3FeO5.

Geometry as XYZ:
```
42
Properties=species:S:1:pos:R:3:lowdin_spin:R:1
Fe -0.463 -0.348 -0.164 1.26
O 1.396 3.188 1.397 0.00
C 1.240 2.078 0.707 0.00
O 0.223 1.795 0.112 0.01
C 2.466 1.202 0.685 0.00
O 2.130 -0.067 0.194 0.00
C 2.370 -1.117 1.123 0.00
C 1.208 -1.251 2.157 0.00
O 1.446 -1.783 3.220 -0.01
O 0.099 -0.771 1.724 -0.02
H 0.589 3.723 1.376 0.00
H 2.898 1.167 1.687 0.00
H 3.193 1.662 0.008 0.00
H 3.314 -0.984 1.653 0.00
H 2.394 -2.041 0.546 0.00
Cl -2.664 -2.445 1.903 0.00
C -3.395 -1.252 0.903 -0.01
C -2.595 -0.513 0.056 -0.15
C -3.187 0.404 -0.787 -0.01
Cl -2.097 1.237 -1.847 -0.01
C -4.552 0.635 -0.803 -0.01
Cl -5.244 1.765 -1.892 0.00
C -5.349 -0.088 0.088 0.01
Cl -7.039 0.195 0.138 0.00
C -4.774 -1.039 0.937 -0.01
Cl -5.761 -1.948 2.003 0.00
F 1.585 -9.096 0.936 0.00
C 0.613 -8.819 0.042 0.00
F 0.969 -9.434 -1.108 0.00
F -0.508 -9.416 0.479 0.00
C 0.446 -7.343 -0.159 0.00
C -0.780 -6.726 0.038 0.00
C -0.905 -5.365 -0.177 0.00
C 0.198 -4.616 -0.593 0.00
C 1.431 -5.250 -0.783 0.00
C 1.552 -6.609 -0.571 0.00
C 0.072 -3.215 -0.815 0.00
C 0.016 -2.016 -1.031 -0.04
H -1.635 -7.309 0.350 0.00
H -1.854 -4.871 -0.020 0.00
H 2.283 -4.666 -1.101 0.00
H 2.500 -7.106 -0.728 0.00
```

Calculated values
Gap between HOMO and LUMO (spin up / spin down) ... 6.7369 / 7.9857 eV
E ... -4969.79837 a.u.
2S+1 ... 2
HOMO level (spin up / spin down) ... -9.0 / -9.0 eV
Expectation value of S² ... 1.13
Relative energy (zero: lowest compared OMol25 entry of this formula, charge and spin) ... 30.9 kcal/mol



[4]
Density functional theory data (ωB97M-V/def2-TZVPD) for a gas-phase ion, C9H19O3Si (charge -1).

Geometry as XYZ:
```
32
Properties=species:S:1:pos:R:3:mulliken_charge:R:1
C -1.530 1.813 2.173 -1.22
C -2.144 1.017 0.991 -0.17
C -1.602 -0.372 0.989 -1.12
C -0.571 -0.593 -0.252 1.44
C -1.397 -0.471 -1.587 -1.49
C 0.277 -1.776 -0.167 0.00
C -0.423 -3.131 -0.368 -2.09
C 1.472 -1.863 0.478 0.51
O 2.262 -2.768 0.806 -0.80
O 2.016 -0.437 0.777 -0.26
Si 2.602 0.201 -0.529 0.55
O 2.841 1.770 -0.177 -0.32
C 2.336 2.707 -1.052 -0.54
H -1.861 1.422 3.206 0.26
H -1.633 2.881 2.199 0.42
H -0.401 1.761 2.054 0.23
H -3.327 0.866 0.906 0.24
H -1.800 1.452 0.059 0.20
H -2.411 -1.056 1.008 0.38
H -0.984 -0.479 1.807 0.49
H 0.072 0.266 -0.209 -0.04
H -1.436 -1.403 -2.111 0.39
H -0.635 0.213 -2.041 0.27
H -2.315 0.044 -1.390 0.37
H -1.367 -3.124 0.091 0.41
H -0.461 -3.551 -1.348 0.31
H 0.078 -3.845 0.205 0.49
H 3.900 -0.370 -0.765 -0.33
H 1.831 0.165 -1.816 -0.23
H 3.185 3.434 -1.288 0.21
H 1.460 3.133 -0.597 0.17
H 1.963 2.095 -2.051 0.27
```

Calculated values
Gap between HOMO and LUMO ... 6.2506 eV
E ... -869.55022 a.u.
2S+1 ... 1
HOMO level ... -2.9 eV
Net charge ... -1
SMILES ... CCC[C@H](C)/C(C)=C(/[O-])O[SiH2]OC
Relative energy (zero: lowest compared OMol25 entry of this formula, charge and spin) ... 27.2 kcal/mol



[5]
Density functional theory data (ωB97M-V/def2-TZVPD) for 10 unconnected molecules or ions with the total composition H20O9S2.

Geometry as XYZ:
```
31
Properties=species:S:1:pos:R:3:mulliken_charge:R:1
S 2.995 1.190 0.751 -0.06
S 2.425 2.909 1.744 -0.27
H 1.882 0.951 0.065 0.11
H 2.198 2.395 2.960 0.16
O -2.880 -1.662 -1.619 -0.70
H -2.746 -2.551 -1.265 0.32
H -3.404 -1.278 -0.911 0.32
O 2.497 -2.395 -0.687 -0.67
H 2.247 -2.707 0.222 0.41
H 2.435 -3.250 -1.132 0.29
O -0.248 -1.199 1.573 -0.70
H 0.023 -0.266 1.445 0.45
H -1.134 -1.188 1.933 0.25
O -0.629 2.802 -1.098 -0.72
H -0.605 3.710 -1.408 0.28
H -0.170 2.309 -1.832 0.36
O -0.326 -0.702 -2.088 -0.65
H -1.237 -1.031 -2.029 0.32
H 0.335 -1.376 -1.917 0.30
O 0.803 1.524 -3.048 -0.73
H 0.482 0.687 -2.630 0.47
H 0.086 1.602 -3.672 0.34
O -2.993 0.369 1.676 -0.56
H -2.414 1.114 1.839 0.32
H -3.927 0.573 1.650 0.27
O -0.308 1.434 1.334 -0.70
H -0.529 1.622 0.418 0.41
H -0.177 2.316 1.686 0.30
O 1.839 -2.951 1.804 -0.70
H 2.420 -2.579 2.472 0.32
H 1.059 -2.371 1.761 0.46
```

Calculated values
Gap between HOMO and LUMO ... 9.3695 eV
E ... -1485.53907 a.u.
2S+1 ... 1
HOMO level ... -9.2 eV
SMILES ... SS.O.O.O.O.O.O.O.O.O
Relative energy (zero: lowest compared OMol25 entry of this formula, charge and spin) ... 0.8 kcal/mol



Number 1: largest force on an atom 1.948 eV/Å. Number 2: largest force on an atom 5.650 eV/Å. Number 3: largest force on an atom 2.182 eV/Å. Number 4: largest force on an atom 3.491 eV/Å. Number 5: largest force on an atom 1.330 eV/Å.